# C39H60I3N4O6SSbY

C39H60I3N4O6SSbY as an isolated structure in a non-equilibrium geometry (ωB97M-V with the def2-TZVPD basis set, OMol25).

```
115
Properties=species:S:1:pos:R:3:mulliken_charge:R:1
Y -1.18428 -0.97570 -0.45226 -1.62
O 1.65009 1.73974 -1.34949 -0.79
C 1.40722 0.53910 -1.26419 -0.95
O 0.82956 -0.02701 -0.28124 3.86
C 1.91675 -0.40104 -2.39267 -0.19
C 1.83523 -1.86116 -1.92773 1.60
C 2.64037 -2.76153 -2.87632 -0.52
C 1.70447 -2.80102 -4.09689 -1.19
C 0.54369 -1.91048 -3.60728 -0.16
O 0.48569 -2.21011 -2.22133 -0.10
C 0.98067 -0.43194 -3.62491 -0.06
C -0.25079 0.47388 -3.41967 -0.11
O -0.47488 1.36738 -4.24548 -0.88
O -0.96392 0.24067 -2.41033 0.33
H 2.93017 -0.08020 -2.65135 0.68
H 2.03913 -1.99367 -0.86433 -1.86
H 3.62446 -2.35148 -3.09360 0.50
H 2.76993 -3.75177 -2.43937 0.36
H 2.16421 -2.41181 -5.00341 0.32
H 1.35201 -3.81677 -4.28081 0.35
H -0.42104 -2.10231 -4.08448 0.69
H 1.48474 -0.15071 -4.55156 0.55
I -1.42678 -6.21720 0.49440 -0.02
C -2.57295 -5.13349 -0.90204 -0.33
C -3.62263 -5.76196 -1.54640 -0.42
C -4.41734 -5.05519 -2.41170 -0.19
I -6.03125 -6.08010 -3.33834 -0.03
C -4.19160 -3.69269 -2.65058 0.64
C -4.99649 -2.87527 -3.46552 -0.74
C -4.71996 -1.54279 -3.58534 -1.29
C -3.61614 -1.01640 -2.90317 -0.29
N -2.82983 -1.75249 -2.15239 1.01
C -3.09088 -3.06518 -1.99941 -0.23
C -2.23248 -3.78816 -1.07963 0.47
O -1.26857 -3.22867 -0.45609 0.70
H -3.81949 -6.80575 -1.35337 0.37
H -5.83967 -3.31205 -3.97945 0.16
H -5.33833 -0.88961 -4.17997 0.45
H -3.37441 0.03737 -2.96889 0.28
N -1.75605 1.52240 1.71112 -0.35
C -1.71188 1.09851 0.57721 0.19
H -2.27292 2.29384 2.11956 0.22
I -3.65335 -1.52422 1.08287 -0.49
C 3.23204 -3.65404 3.60320 -1.70
C 2.52346 -3.42798 2.27431 2.01
C 3.56371 -3.19000 1.18109 -1.91
C 1.73472 -4.67512 1.89880 -1.72
Sb 1.00181 -1.66866 2.24867 -0.99
C -0.27220 -2.06637 4.14418 1.71
C -1.30054 -0.93876 4.20143 -1.37
C 0.44892 -2.13230 5.47918 -1.93
C -0.99330 -3.38340 3.90091 -1.67
C 2.33073 0.06631 2.97390 2.27
C 3.42222 -0.36737 3.94061 -1.86
C 2.97009 0.72350 1.75970 -1.71
C 1.41236 1.07800 3.64381 -1.77
H 3.53503 -4.69914 3.69041 0.55
H 2.59105 -3.42410 4.44473 -0.03
H 4.12772 -3.04652 3.68125 0.34
H 4.39276 -3.89253 1.29926 0.56
H 3.97002 -2.17896 1.20976 0.24
H 3.12472 -3.36618 0.20115 0.35
H 2.41755 -5.49071 1.64818 0.43
H 1.10315 -4.48835 1.03182 0.04
H 1.10283 -5.01012 2.71637 0.43
H -0.89322 -0.05541 4.68675 0.30
H -2.17804 -1.25414 4.76959 0.52
H -1.64723 -0.64843 3.21054 -0.23
H 1.10912 -1.28223 5.61997 0.22
H 1.02294 -3.04811 5.57938 0.35
H -0.29065 -2.11983 6.28066 0.48
H -1.46539 -3.40678 2.92019 0.12
H -1.77312 -3.52630 4.65040 0.50
H -0.30450 -4.21978 3.97624 0.27
H 4.20350 -0.91826 3.42264 0.29
H 3.03248 -0.99576 4.73578 0.33
H 3.88271 0.51074 4.40229 0.52
H 3.56423 0.01939 1.17732 0.11
H 3.63079 1.53464 2.07567 0.55
H 2.21227 1.14023 1.10516 0.01
H 1.09203 0.72644 4.62209 0.27
H 0.53376 1.25800 3.02526 0.12
H 1.93884 2.02517 3.78276 0.58
C -2.09777 5.19182 -4.40205 -0.95
C -0.76055 5.90966 -4.26026 -0.72
C -0.00897 5.56192 -2.97458 -0.43
C 0.37465 4.07929 -2.88160 -0.91
N -0.73479 3.28802 -2.40124 0.57
C -1.14809 3.15729 -1.16358 -0.65
S -2.62948 2.31595 -0.89557 -0.67
N -0.64943 3.74647 -0.07522 1.70
C 0.67405 4.24010 0.25122 -0.26
C 0.61956 4.76225 1.68433 -0.75
C -0.16941 6.06641 1.84900 -0.61
C -1.67163 5.93909 1.60520 -0.94
H -2.61061 5.54555 -5.29455 0.40
H -2.73493 5.37844 -3.53993 0.24
H -1.95801 4.11981 -4.49569 0.13
H -0.93291 6.99010 -4.28105 0.40
H -0.12907 5.66313 -5.11706 0.34
H -0.62932 5.82835 -2.11474 0.08
H 0.90279 6.16222 -2.93266 0.36
H 1.24535 3.92875 -2.24066 0.41
H 0.62019 3.68836 -3.86985 0.48
H -1.07964 2.59143 -3.07887 0.40
H -1.13492 3.44411 0.76202 -0.37
H 0.96673 5.03660 -0.43604 0.33
H 1.40107 3.42366 0.16030 -0.08
H 1.63855 4.93166 2.03513 0.43
H 0.17937 3.98478 2.31535 0.12
H 0.24444 6.82763 1.18120 0.29
H -0.01818 6.41650 2.87313 0.39
H -1.89006 5.68345 0.57256 0.11
H -2.16356 6.88419 1.82925 0.42
H -2.10527 5.17329 2.24696 0.22
```

Energy relative to the best compared isomer or geometry (same formula, charge and spin) ... 173.0 kJ/mol
Kohn-Sham gap ... 7.03 eV
Lowest unoccupied orbital energy ... 2.11 eV
Net charge ... -1
E_HOMO ... -0.1809 Ha